The following is a quantum chemistry calculation of a structure of composition C19H15BF6N5SV in a non-equilibrium geometry, from the Open Molecules 2025 dataset.

The geometry in ORCA input format:
```
! wB97M-V def2-TZVPD RIJCOSX def2/J DEFGRID3
* xyz 1 2
V -0.18 -0.64 0.20
C 1.44 -0.33 4.07
C 0.74 -0.04 2.79
N 0.63 -0.81 1.77
N 0.49 -2.01 1.38
C -0.33 -2.88 2.08
N -0.57 -4.07 1.54
S -0.97 -2.36 3.53
C 0.30 1.28 2.36
C 0.33 2.43 3.15
C -0.14 3.62 2.62
C -0.56 3.62 1.29
C -0.56 2.44 0.58
N -0.18 1.27 1.09
H 1.80 -1.36 4.10
H 0.79 -0.17 4.93
H 2.30 0.34 4.17
H -0.29 -4.29 0.59
H -1.29 -4.64 1.95
H 0.70 2.38 4.16
H -0.17 4.52 3.21
H -0.91 4.53 0.82
H -0.89 2.46 -0.45
F 4.86 -0.68 -1.59
C 3.60 -0.30 -1.76
C 2.68 -0.52 -0.74
C 1.37 -0.15 -0.93
C 0.94 0.40 -2.15
C 1.91 0.65 -3.13
F 1.57 1.24 -4.29
C 3.23 0.31 -2.95
C -0.50 0.57 -2.29
C -1.18 0.98 -3.44
C -2.56 1.08 -3.40
C -3.23 0.81 -2.22
C -2.49 0.39 -1.12
N -1.17 0.26 -1.16
H 3.02 -1.00 0.17
H 3.96 0.51 -3.72
H -0.64 1.19 -4.35
H -3.11 1.39 -4.28
H -4.30 0.90 -2.16
H -2.98 0.14 -0.18
F -2.08 -2.20 -0.09
B -1.54 -2.75 -1.31
F -0.13 -2.39 -1.18
F -1.66 -4.08 -1.32
F -2.02 -2.06 -2.36
*
```

expectation value of S² = 0.768
gap between HOMO and LUMO (alpha / beta) = 0.2396 / 0.2425 Ha
HOMO energy (alpha / beta) = -11.75 / -11.77 eV
energy relative to the best compared isomer or geometry (same formula, charge and spin) = 1.677 eV
LUMO (alpha / beta) = -5.228 / -5.168 eV



The following is a quantum chemistry calculation of a cluster of 11 separate species, C30H70ClN10O14 in total in a non-equilibrium geometry, from the Open Molecules 2025 dataset.

The geometry in ORCA input format:
```
! wB97M-V def2-TZVPD RIJCOSX def2/J DEFGRID3
* xyz -1 1
Cl -9.27 -12.74 2.46
O -8.59 -12.65 1.19
O -10.61 -13.17 2.43
O -8.50 -13.54 3.40
O -9.34 -11.42 3.06
C -8.60 -17.22 2.78
C -9.21 -17.55 1.40
O -8.49 -17.91 0.50
N -10.53 -17.48 1.24
C -11.39 -16.73 2.15
H -9.10 -17.62 3.66
H -8.57 -16.13 2.80
H -7.55 -17.53 2.81
H -10.94 -17.71 0.34
H -11.13 -15.67 2.09
H -11.37 -17.09 3.18
H -12.37 -16.83 1.68
C -4.90 -14.33 4.61
C -4.46 -15.34 5.63
O -4.34 -15.05 6.83
N -4.12 -16.57 5.17
C -3.91 -17.09 3.82
H -5.91 -14.38 4.21
H -4.22 -14.22 3.76
H -4.85 -13.38 5.14
H -3.83 -17.22 5.89
H -2.87 -17.06 3.51
H -4.58 -16.66 3.07
H -4.21 -18.13 3.69
C -13.30 -12.41 0.92
C -14.76 -11.98 0.96
O -15.25 -11.49 -0.02
N -15.46 -12.22 2.05
C -16.80 -11.74 2.27
H -13.03 -13.07 1.74
H -12.63 -11.55 0.84
H -13.20 -13.04 0.04
H -15.00 -12.88 2.66
H -17.01 -11.88 3.33
H -17.58 -12.19 1.65
H -16.92 -10.67 2.08
C -8.35 -7.42 -2.55
C -8.07 -7.53 -1.06
O -8.40 -6.62 -0.26
N -7.59 -8.73 -0.73
C -7.16 -9.09 0.66
H -7.41 -7.38 -3.10
H -8.84 -6.49 -2.86
H -9.03 -8.22 -2.83
H -7.51 -9.49 -1.39
H -7.84 -9.88 0.98
H -7.26 -8.29 1.40
H -6.12 -9.40 0.62
C -8.19 -8.18 7.51
C -7.79 -9.51 8.11
O -7.12 -9.52 9.12
N -8.16 -10.66 7.55
C -8.70 -10.81 6.23
H -9.27 -8.15 7.34
H -7.49 -7.96 6.70
H -7.98 -7.42 8.26
H -8.02 -11.49 8.11
H -8.03 -11.42 5.62
H -8.84 -9.87 5.70
H -9.67 -11.30 6.29
C -11.05 -7.56 4.31
C -9.86 -7.12 3.42
O -8.95 -6.39 3.83
N -9.87 -7.55 2.15
C -10.84 -8.47 1.59
H -10.87 -8.59 4.62
H -11.99 -7.41 3.78
H -11.22 -6.87 5.14
H -9.21 -7.19 1.48
H -10.55 -8.84 0.61
H -11.80 -7.95 1.54
H -10.93 -9.41 2.15
C -12.89 -12.25 5.68
C -12.54 -13.20 6.88
O -12.71 -12.83 8.00
N -11.90 -14.34 6.61
C -11.73 -14.95 5.28
H -13.90 -12.40 5.30
H -12.16 -12.47 4.90
H -12.87 -11.17 5.80
H -11.74 -14.98 7.37
H -11.80 -16.04 5.32
H -10.81 -14.63 4.78
H -12.45 -14.52 4.58
C -8.31 -14.72 7.04
C -8.58 -14.01 8.36
O -7.75 -13.18 8.75
N -9.74 -14.35 8.96
C -10.11 -13.73 10.18
H -7.25 -14.59 6.81
H -8.74 -14.05 6.30
H -8.66 -15.75 6.96
H -10.35 -15.04 8.55
H -9.23 -13.69 10.81
H -10.93 -14.27 10.65
H -10.49 -12.71 10.06
C -10.73 -14.75 -0.90
C -10.94 -13.56 -1.80
O -11.40 -13.78 -2.99
N -10.61 -12.39 -1.24
C -10.76 -11.17 -1.92
H -9.65 -14.88 -0.88
H -11.10 -15.66 -1.38
H -11.09 -14.58 0.12
H -10.14 -12.34 -0.35
H -11.79 -10.96 -2.21
H -10.06 -11.18 -2.76
H -10.47 -10.39 -1.22
C -6.19 -15.21 0.52
C -4.74 -15.37 -0.07
O -3.76 -15.28 0.67
N -4.55 -15.59 -1.39
C -3.22 -15.70 -2.02
H -6.91 -15.16 -0.29
H -6.33 -14.38 1.21
H -6.49 -16.13 1.02
H -5.36 -15.57 -2.00
H -3.25 -16.42 -2.83
H -2.46 -16.08 -1.33
H -2.92 -14.75 -2.48
*
```

gap between HOMO and LUMO = 0.3014 Ha
HOMO energy = -6.40 eV
energy relative to the best compared isomer or geometry (same formula, charge and spin) = 2.548 eV
LUMO = 1.803 eV



The following is a quantum chemistry calculation of a cluster of 3 separate species, C33H63ClNO13P2 in total in a non-equilibrium geometry, from the Open Molecules 2025 dataset.

The geometry in ORCA input format:
```
! wB97M-V def2-TZVPD RIJCOSX def2/J DEFGRID3
* xyz 1 1
C 4.63 -3.29 -0.32
C 5.52 -2.15 0.20
C 6.13 -1.34 -0.94
C 5.09 -0.50 -1.70
C 5.26 1.02 -1.51
C 4.69 1.84 -2.66
C 3.20 2.15 -2.49
C 3.00 3.37 -1.61
C 1.55 3.73 -1.27
C 0.78 2.57 -0.63
N -0.12 3.04 0.49
C 0.26 2.48 1.86
C 0.77 1.01 1.97
P 0.13 -0.54 1.27
O 1.15 -1.59 1.49
O -1.24 -0.79 2.04
O -0.27 -0.40 -0.25
O 1.36 3.34 2.10
C 2.09 3.23 3.32
C 3.52 2.77 3.06
C -0.87 2.68 2.85
C -1.60 4.00 2.66
C -2.13 4.20 1.21
C -1.62 3.15 0.22
C -2.35 1.84 0.22
C -3.88 1.94 0.13
C -4.39 0.58 -0.33
C -5.83 0.25 0.04
C -6.02 -1.25 0.16
O -5.35 -1.89 -0.95
C -4.59 -2.96 -0.59
C -5.34 -4.18 -0.19
O -3.37 -2.89 -0.65
P -1.78 4.02 -1.54
O -2.36 2.82 -2.46
Cl -3.47 5.13 -1.36
H 5.19 -4.22 -0.35
H 3.77 -3.43 0.32
H 4.27 -3.08 -1.33
H 4.94 -1.50 0.85
H 6.33 -2.60 0.77
H 6.61 -2.03 -1.64
H 6.88 -0.67 -0.53
H 4.09 -0.76 -1.37
H 5.15 -0.69 -2.78
H 6.31 1.25 -1.34
H 4.73 1.30 -0.60
H 5.19 2.81 -2.66
H 4.87 1.33 -3.61
H 2.78 2.36 -3.48
H 2.69 1.26 -2.11
H 3.60 3.33 -0.70
H 3.38 4.22 -2.18
H 1.06 4.07 -2.18
H 1.58 4.58 -0.59
H 0.20 2.03 -1.37
H 1.50 1.87 -0.25
H 0.14 4.02 0.59
H 1.81 0.97 1.66
H 0.77 0.77 3.03
H -1.65 -1.59 1.67
H 0.44 -0.77 -0.80
H 1.62 2.58 4.05
H 2.11 4.22 3.77
H 3.62 1.70 3.22
H 3.76 2.94 2.01
H 4.23 3.30 3.69
H -1.58 1.87 2.77
H -0.47 2.63 3.86
H -2.40 4.12 3.37
H -0.89 4.80 2.87
H -3.21 4.25 1.19
H -1.74 5.16 0.87
H -2.04 1.23 -0.62
H -2.16 1.24 1.09
H -4.27 2.13 1.14
H -4.22 2.76 -0.49
H -4.25 0.50 -1.41
H -3.74 -0.16 0.13
H -6.11 0.71 0.98
H -6.50 0.63 -0.73
H -5.57 -1.58 1.09
H -7.07 -1.53 0.16
H -5.78 -4.63 -1.08
H -6.14 -3.94 0.50
H -4.65 -4.89 0.27
H -1.71 2.12 -2.54
C 0.93 -4.08 3.35
C 1.32 -5.51 3.64
C 0.79 -6.55 2.68
O 0.70 -7.71 3.50
C 0.53 -7.30 4.79
O 0.24 -8.01 5.69
O 0.75 -5.97 4.88
H 1.40 -3.72 2.44
H -0.16 -4.00 3.24
H 1.22 -3.43 4.17
H 2.41 -5.59 3.73
H 1.43 -6.73 1.82
H -0.22 -6.30 2.33
C -4.03 -0.25 -4.73
C -2.57 -0.48 -5.00
C -2.04 -1.85 -4.62
O -0.66 -1.57 -4.32
C -0.58 -0.29 -3.93
O 0.37 0.22 -3.43
O -1.73 0.36 -4.17
H -4.64 -0.85 -5.39
H -4.27 -0.50 -3.69
H -4.28 0.80 -4.88
H -2.33 -0.25 -6.04
H -2.11 -2.59 -5.41
H -2.51 -2.23 -3.71
*
```

gap between HOMO and LUMO = 0.3668 Ha
HOMO energy = -11.87 eV
LUMO = -1.891 eV